C3H4N3 as an isolated structure in a non-equilibrium geometry. Source: OMol25; level of theory: ωB97M-V/def2-TZVPD.

Computed properties:
Total charge = +1
LUMO level (spin up / spin down) = -7.690 / -7.690 eV
Orbital gap (spin up / spin down) = 7.67 / 7.67 eV
ΔE to the lowest compared entry with this formula, charge and spin = 436.8 kJ/mol

Structure (XYZ):
```
10
Properties=species:S:1:pos:R:3:lowdin_charge:R:1
C 0.21462 -0.19253 -0.81113 -0.01
C -0.92557 -0.44276 -0.04555 -0.20
C 0.95570 0.68305 -0.20777 0.01
N 0.31188 1.05669 1.00843 0.12
N -1.97331 -0.68068 -0.86846 0.27
N -0.75680 0.75725 1.41460 0.31
H 0.40577 -0.83172 -1.60442 0.14
H -0.88924 -0.52364 1.04282 0.10
H 1.93759 1.12647 -0.37289 0.15
H -2.13011 -0.63438 -1.86864 0.11
```

---

C3H4N3 as an isolated structure in a non-equilibrium geometry. Source: OMol25; level of theory: ωB97M-V/def2-TZVPD.

Computed properties:
Total charge = +1
LUMO level (spin up / spin down) = -6.711 / -6.709 eV
Orbital gap (spin up / spin down) = 8.71 / 8.71 eV
ΔE to the lowest compared entry with this formula, charge and spin = 246.7 kJ/mol

Structure (XYZ):
```
10
Properties=species:S:1:pos:R:3:lowdin_charge:R:1
C -0.33777 -1.15949 -0.02328 0.00
C -0.31558 1.05642 -0.05182 0.01
C 1.62407 -0.77473 0.01331 0.30
N 0.45255 -0.01586 -0.09732 -0.09
N -1.56316 -0.78971 0.05213 0.11
N -1.55140 0.57050 0.01377 0.09
H -0.02618 2.08895 -0.05979 0.16
H 2.06180 -0.89881 0.99279 0.12
H 2.08811 -1.15617 -0.88203 0.12
H -2.43246 1.07891 0.04224 0.19
```

---

An isolated ion of composition C3H4N3O and charge +1 in a non-equilibrium geometry. Source: OMol25; level of theory: ωB97M-V/def2-TZVPD.

Computed properties:
Total charge = +1
LUMO level (spin up / spin down) = -7.096 / -7.079 eV
Orbital gap (spin up / spin down) = 9.19 / 9.22 eV
ΔE to the lowest compared entry with this formula, charge and spin = 276.7 kJ/mol

Structure (XYZ):
```
11
Properties=species:S:1:pos:R:3:lowdin_charge:R:1
C -0.51751 -0.32789 -0.21952 -0.30
C 0.78706 0.35455 0.16010 -0.25
C -1.47288 -0.27949 1.00551 0.06
N 1.20823 -0.08930 -2.19255 0.29
N -0.67682 -0.86549 -1.36086 0.34
N 1.59882 0.39613 -1.20015 0.04
O 1.17535 0.80088 1.16666 0.28
H -2.13610 -1.08779 0.95389 0.08
H -1.78103 0.82371 1.08146 0.15
H -0.69534 -0.62415 1.73935 0.11
H 2.51022 0.89883 -1.13388 0.21
```

---

A 2-piece molecular cluster, C3H4N3O2 overall in a non-equilibrium geometry. Source: OMol25; level of theory: ωB97M-V/def2-TZVPD.

Computed properties:
Total charge = -1
LUMO level = 3.784 eV
Orbital gap = 5.90 eV
ΔE to the lowest compared entry with this formula, charge and spin = 212.9 kJ/mol

Structure (XYZ):
```
12
Properties=species:S:1:pos:R:3:lowdin_charge:R:1
C -1.56102 1.41590 -0.04011 -0.45
C -2.38277 -1.24922 -0.18173 -0.53
C -0.62228 0.69626 -0.70613 -0.33
N -2.29892 2.20455 0.42533 0.02
N 0.78046 0.68252 1.31167 -0.03
N 0.55561 0.31966 -0.11968 -0.18
O -1.90597 -1.85224 0.67672 0.15
O -3.22390 -1.06626 -0.96884 0.13
H -0.99696 -0.03007 -1.47148 0.07
H 0.37865 1.62018 1.55218 0.05
H 0.08807 0.13374 1.79610 0.03
H 1.31088 0.76541 -0.64092 0.07
```

---

One molecule with the formula C3H4N4 in a non-equilibrium geometry. Source: OMol25; level of theory: ωB97M-V/def2-TZVPD.

Computed properties:
Total charge = 0
LUMO level = -0.387 eV
Orbital gap = 8.16 eV
ΔE to the lowest compared entry with this formula, charge and spin = 542.4 kJ/mol

Structure (XYZ):
```
11
Properties=species:S:1:pos:R:3:lowdin_charge:R:1
C 0.14926 -0.62129 -0.04308 -0.43
C -0.78110 -1.53075 -0.00928 0.05
C -0.83639 1.63891 -0.03224 0.05
N 1.53239 -1.11725 -0.08877 0.00
N 2.32260 -0.17333 0.03984 -0.19
N 2.20699 0.96210 0.16067 0.17
N 0.07719 0.75881 -0.13428 0.00
H -1.86009 -1.19809 -0.07539 0.08
H -0.43359 -2.56861 0.25407 0.09
H -0.51966 2.67618 -0.03144 0.08
H -1.85761 1.17333 -0.04011 0.10
```

---

One molecule with the formula C3H4N4 in a non-equilibrium geometry. Source: OMol25; level of theory: ωB97M-V/def2-TZVPD.

Computed properties:
Total charge = 0
LUMO level (spin up / spin down) = 0.107 / 0.108 eV
Orbital gap (spin up / spin down) = 8.18 / 8.18 eV
ΔE to the lowest compared entry with this formula, charge and spin = 555.2 kJ/mol

Structure (XYZ):
```
11
Properties=species:S:1:pos:R:3:lowdin_charge:R:1
N -2.03325 -0.41826 1.58653 0.01
C -1.40329 0.10507 0.55287 -0.13
C -0.00849 -0.40262 0.54604 -0.25
N 0.83695 -0.06624 -0.32993 0.02
C 1.72701 0.26202 -1.21846 -0.23
N 1.37438 1.11826 -2.20335 -0.03
N 1.05724 1.83341 -3.01383 0.25
H -1.61087 -1.06433 2.26236 0.09
H -3.00242 -0.19179 1.76435 0.08
H 0.30010 -1.11120 1.34978 0.09
H 2.76264 -0.06432 -1.29635 0.10
```

---

One molecule with the formula C3H4N4 in a non-equilibrium geometry. Source: OMol25; level of theory: ωB97M-V/def2-TZVPD.

Computed properties:
Total charge = 0
LUMO level = 0.555 eV
Orbital gap = 9.63 eV
ΔE to the lowest compared entry with this formula, charge and spin = 308.6 kJ/mol

Structure (XYZ):
```
11
Properties=species:S:1:pos:R:3:lowdin_charge:R:1
N -0.93567 -1.57499 -1.43558 0.08
C -0.01954 -0.65420 -1.02430 -0.28
C -0.45462 0.35807 2.78816 0.04
N 0.16473 1.00547 2.02213 -0.04
C 0.84224 1.62037 0.97949 -0.23
N 0.65360 1.33681 -0.24488 0.01
N -0.37378 0.45662 -0.50355 -0.01
H -0.63883 -2.52093 -1.60376 0.09
H -1.89210 -1.44043 -1.14261 0.10
H 1.02631 -0.92422 -1.18936 0.13
H 1.57915 2.36676 1.25547 0.11
```

---

One molecule with the formula C3H4N4 in a non-equilibrium geometry. Source: OMol25; level of theory: ωB97M-V/def2-TZVPD.

Computed properties:
Total charge = 0
LUMO level = -0.129 eV
SMILES string = Nc1nccnn1
Orbital gap = 9.23 eV
ΔE to the lowest compared entry with this formula, charge and spin = 218.3 kJ/mol

Structure (XYZ):
```
11
Properties=species:S:1:pos:R:3:lowdin_charge:R:1
C -0.64593 0.31430 0.52030 -0.47
C 0.56242 -1.26571 -0.69440 -0.10
C 1.09771 -0.14177 -1.42720 -0.16
H -1.45791 -0.11268 2.17890 0.13
H -1.50442 1.61402 1.71194 0.10
H 1.10140 -2.28702 -0.62106 0.13
H 1.91217 -0.30394 -2.22677 0.12
N -1.59850 0.62686 1.43713 0.11
N -0.36160 -0.97196 0.24470 0.09
N 0.84329 1.12674 -1.09226 0.00
N 0.05136 1.40115 -0.03128 0.06
```

---

One molecule with the formula C3H4N4O in a non-equilibrium geometry. Source: OMol25; level of theory: ωB97M-V/def2-TZVPD.

Computed properties:
Total charge = 0
LUMO level = 0.268 eV
SMILES string = [H]/N=N\c1c[nH]/c(=N\[H])o1
Orbital gap = 8.80 eV
ΔE to the lowest compared entry with this formula, charge and spin = 408.5 kJ/mol

Structure (XYZ):
```
12
Properties=species:S:1:pos:R:3:lowdin_charge:R:1
C 0.99555 0.11434 -0.22909 -0.36
C 0.32179 1.29042 -0.05248 -0.03
C -1.17886 -0.52605 -0.18905 -0.38
H 2.06947 -1.82300 -0.06322 0.10
H 0.51491 2.33335 0.30561 0.15
H -1.67578 1.62598 0.23748 0.19
H -3.18847 -0.79014 0.47624 0.10
N 2.83634 -1.03808 0.02434 0.04
N 2.40527 0.09053 0.02887 -0.01
N -0.99445 0.91195 -0.25788 0.04
N -2.24881 -1.27277 0.10386 0.08
O 0.14306 -0.91651 -0.38469 0.06
```

---

One molecule with the formula C3H4N4O in a non-equilibrium geometry. Source: OMol25; level of theory: ωB97M-V/def2-TZVPD.

Computed properties:
Total charge = 0
LUMO level = 0.114 eV
SMILES string = O/N=C\n1nccn1
Orbital gap = 9.74 eV
ΔE to the lowest compared entry with this formula, charge and spin = 366.7 kJ/mol

Structure (XYZ):
```
12
Properties=species:S:1:pos:R:3:lowdin_charge:R:1
C 1.33079 -1.02250 0.23140 -0.16
C -1.89075 -0.25166 -0.18070 -0.14
C -1.39933 1.01016 0.07737 -0.12
H 1.49646 1.24276 -0.37074 0.08
H 1.27821 -2.03750 0.57446 0.12
H -2.96258 -0.61881 -0.43974 0.14
H -1.94342 1.93438 0.33628 0.12
N 2.46084 -0.49575 -0.05540 0.04
N 0.13459 -0.41602 0.04459 -0.20
N -0.90080 -1.17603 -0.19990 0.12
N -0.07629 0.92637 0.21474 0.10
O 2.47228 0.90460 -0.23237 -0.10
```

---

One molecule with the formula C3H4N4O in a non-equilibrium geometry. Source: OMol25; level of theory: ωB97M-V/def2-TZVPD.

Computed properties:
Total charge = 0
LUMO level = -0.464 eV
Orbital gap = 7.79 eV
ΔE to the lowest compared entry with this formula, charge and spin = 489.4 kJ/mol

Structure (XYZ):
```
12
Properties=species:S:1:pos:R:3:lowdin_charge:R:1
C 1.22140 -0.24761 -0.00276 -0.60
C -0.01152 -0.93077 0.20236 -0.02
C -1.35301 -0.45088 0.07218 -0.52
H 2.47393 -1.88434 0.27871 0.24
H 3.25394 -0.18756 -0.20462 0.05
H 0.06722 -2.10266 -0.05449 0.14
H -2.47626 -1.89252 -0.25304 0.04
N 2.46579 -0.71068 -0.17868 0.14
N -2.45618 -0.94024 -0.06150 0.15
N -1.26186 0.95592 -0.05145 0.11
N -0.49156 1.82695 -0.06358 0.31
O 1.21832 0.98988 0.13616 -0.04
```

---

One molecule with the formula C3H4N4O in a non-equilibrium geometry. Source: OMol25; level of theory: ωB97M-V/def2-TZVPD.

Computed properties:
Total charge = 0
LUMO level = 0.503 eV
SMILES string = CC(=O)c1nn[nH]n1
Orbital gap = 10.69 eV
ΔE to the lowest compared entry with this formula, charge and spin = 242.5 kJ/mol

Structure (XYZ):
```
12
Properties=species:S:1:pos:R:3:lowdin_charge:R:1
C -0.22749 1.12511 2.24779 -0.01
C -0.52634 0.99953 0.78584 -0.41
C -0.02305 -0.10670 -0.09420 -0.31
H 0.81480 1.26861 2.71387 0.12
H -0.76679 1.86670 2.72556 0.05
H -0.61216 0.19876 2.66815 0.08
H 0.68272 -1.11203 -2.70205 0.11
N 0.48972 -1.30211 0.30661 0.08
N 0.92019 -1.87782 -0.77326 0.05
N 0.67088 -0.95056 -1.77070 -0.01
N -0.02952 0.02393 -1.37836 0.14
O -1.22702 1.80201 0.28349 0.12
```

---

One molecule with the formula C3H4N4O in a non-equilibrium geometry. Source: OMol25; level of theory: ωB97M-V/def2-TZVPD.

Computed properties:
Total charge = 0
LUMO level = 0.511 eV
SMILES string = [H]/N=C\Nc1cnon1
Orbital gap = 10.13 eV
ΔE to the lowest compared entry with this formula, charge and spin = 398.9 kJ/mol

Structure (XYZ):
```
12
Properties=species:S:1:pos:R:3:lowdin_charge:R:1
C 0.31879 -0.17941 2.29149 -0.29
C -0.18271 -0.35989 -0.09244 -0.31
C -0.62338 -1.04479 -1.29746 -0.04
H 1.37598 1.44339 1.48034 0.05
H -0.05069 -0.32169 3.30131 0.10
H -0.86911 -1.69027 1.49576 0.18
H -0.68705 -2.11510 -1.56782 0.11
N 0.99821 0.89940 2.27898 0.08
N -0.15494 -0.93328 1.18038 0.05
N -0.43821 -0.19171 -2.36099 0.04
N 0.08367 0.92400 -0.43666 0.13
O -0.03331 0.91242 -1.84388 -0.11
```

---

One molecule with the formula C3H4N4O in a non-equilibrium geometry. Source: OMol25; level of theory: ωB97M-V/def2-TZVPD.

Computed properties:
Total charge = 0
LUMO level = -1.096 eV
SMILES string = O=CC1=NN=CNN1
Orbital gap = 8.54 eV
ΔE to the lowest compared entry with this formula, charge and spin = 549.9 kJ/mol

Structure (XYZ):
```
12
Properties=species:S:1:pos:R:3:lowdin_charge:R:1
C -1.95458 0.22583 -0.89317 -0.14
C -0.75834 0.05150 -0.15901 -0.41
C 1.42213 -0.12528 1.24613 -0.15
H -2.88446 -0.11009 -0.09231 0.19
H 2.32447 -0.09385 1.95743 0.14
H 1.98869 -0.57256 -0.40803 0.06
H 0.56510 -0.14969 -1.72568 0.15
N -0.81457 0.36912 1.10678 0.07
N 0.38584 0.55950 1.76704 0.03
N 1.24709 -0.92244 0.08226 0.05
N 0.48689 0.12140 -0.73510 0.04
O -2.00827 0.64656 -2.14636 -0.03
```

---

One molecule with the formula C3H4N4O in a non-equilibrium geometry. Source: OMol25; level of theory: ωB97M-V/def2-TZVPD.

Computed properties:
Total charge = 0
LUMO level = 0.352 eV
SMILES string = [H]/N=C(/N)c1cnno1
Orbital gap = 9.90 eV
ΔE to the lowest compared entry with this formula, charge and spin = 423.7 kJ/mol

Structure (XYZ):
```
12
Properties=species:S:1:pos:R:3:lowdin_charge:R:1
C -1.19212 -0.02604 -0.06529 -0.55
C 0.33611 0.18952 -0.13876 -0.16
C 1.27844 1.11614 -0.14000 -0.03
H -2.29362 -1.71542 0.30800 0.18
H -0.68425 -2.08013 0.12051 0.19
H -1.53427 1.93062 0.01321 0.05
H 1.43584 2.27959 -0.10825 0.15
N -1.40211 -1.24441 -0.12132 0.10
N -1.98167 1.00080 0.08269 0.11
N 2.57646 0.39900 0.09044 0.01
N 2.46274 -0.77192 -0.00537 0.05
O 0.99846 -1.07773 -0.03586 -0.10
```

---

C3H4N4O as an isolated structure in a non-equilibrium geometry. Source: OMol25; level of theory: ωB97M-V/def2-TZVPD.

Computed properties:
Total charge = 0
LUMO level = -0.897 eV
Orbital gap = 7.69 eV
ΔE to the lowest compared entry with this formula, charge and spin = 751.1 kJ/mol

Structure (XYZ):
```
12
Properties=species:S:1:pos:R:3:lowdin_charge:R:1
C 0.03216 -0.56187 0.82049 -0.35
C 0.25962 0.86690 0.45414 -0.02
C 0.55311 0.72464 -1.11630 -0.31
H -1.14641 -0.09686 2.46334 0.18
H -1.38790 -2.00263 2.10448 0.14
H -0.35209 1.82616 0.65928 0.11
H -0.53421 2.33996 -2.12941 0.06
N -0.95266 -1.05254 1.78199 0.04
N 0.22792 1.55126 -2.30710 0.04
N 1.25516 -0.39568 -1.69227 0.02
N 1.56080 -1.46478 -1.18998 0.22
O 0.48450 -1.73455 0.15135 -0.13
```

---

An isolated ion of composition C3H4NO and charge +1 in a non-equilibrium geometry. Source: OMol25; level of theory: ωB97M-V/def2-TZVPD.

Computed properties:
Total charge = +1
LUMO level = -5.054 eV
SMILES string = C#[N+]CC=O
Orbital gap = 10.40 eV
ΔE to the lowest compared entry with this formula, charge and spin = 77.8 kJ/mol

Structure (XYZ):
```
9
Properties=species:S:1:pos:R:3:lowdin_charge:R:1
C 1.58122 1.16731 0.00200 0.38
C -1.37118 -0.07226 0.00119 -0.18
C 0.03262 -0.77029 -0.00127 -0.09
N 1.00934 0.17482 -0.00217 0.13
O -1.50861 1.09832 -0.00084 0.14
H 2.20010 2.03239 -0.00037 0.15
H -2.17660 -0.81870 0.00577 0.15
H 0.11810 -1.40667 0.88782 0.16
H 0.11501 -1.40493 -0.89212 0.16
```

---

An isolated ion of composition C3H4NO and charge +1 in a non-equilibrium geometry. Source: OMol25; level of theory: ωB97M-V/def2-TZVPD.

Computed properties:
Total charge = +1
LUMO level = -5.239 eV
SMILES string = C#[N+]CC=O
Orbital gap = 11.47 eV
ΔE to the lowest compared entry with this formula, charge and spin = 160.7 kJ/mol

Structure (XYZ):
```
9
Properties=species:S:1:pos:R:3:lowdin_charge:R:1
C -0.40423 0.71880 -0.87616 -0.07
C 0.30132 -1.84848 -0.56610 0.35
C 0.07042 0.22113 0.54951 -0.08
N 0.22663 -1.08778 0.34145 0.10
O -0.28896 -0.08868 -1.73158 0.13
H -0.60818 1.70090 -0.88057 0.12
H 0.56483 -2.73849 -1.02526 0.13
H 1.02387 0.62077 0.62809 0.14
H -0.48659 0.43859 1.48128 0.17
```

---

An isolated ion of composition C3H4NO and charge +1 in a non-equilibrium geometry. Source: OMol25; level of theory: ωB97M-V/def2-TZVPD.

Computed properties:
Total charge = +1
LUMO level (spin up / spin down) = -5.340 / -9.454 eV
Multiplicity = 3
Orbital gap (spin up / spin down) = 9.58 / 7.38 eV
ΔE to the lowest compared entry with this formula, charge and spin = 172.1 kJ/mol

Structure (XYZ):
```
9
Properties=species:S:1:pos:R:3:lowdin_charge:R:1
C 0.77068 -0.05091 0.05400 0.12
C -1.74066 0.32491 0.13273 0.03
C -0.42034 -0.56492 -0.00247 -0.05
N -2.92532 0.06537 -0.03772 0.03
O -4.00030 -0.25528 -0.33330 0.31
H 0.82184 1.06993 0.05015 0.12
H 1.76062 -0.67730 0.04814 0.15
H -1.38053 1.27750 0.63515 0.17
H -0.86538 -1.56563 -0.13477 0.13
```

---

An isolated ion of composition C3H4NO2 and charge +1 in a non-equilibrium geometry. Source: OMol25; level of theory: ωB97M-V/def2-TZVPD.

Computed properties:
Total charge = +1
LUMO level (spin up / spin down) = -4.993 / -8.872 eV
Multiplicity = 3
Orbital gap (spin up / spin down) = 6.47 / 7.72 eV
ΔE to the lowest compared entry with this formula, charge and spin = 116.8 kJ/mol

Structure (XYZ):
```
10
Properties=species:S:1:pos:R:3:lowdin_charge:R:1
C 0.25610 -0.95916 -0.54341 0.09
C 0.24923 0.16717 0.25432 -0.23
C -0.74094 -1.75499 -0.81275 -0.11
N -0.60972 0.81534 0.89763 0.21
O -1.55578 -2.33740 -1.31767 0.32
O 1.61878 1.00582 -0.11126 0.00
H 1.26101 -0.98709 -1.03878 0.19
H -0.30149 1.72434 1.33027 0.18
H 1.43479 1.94548 0.13205 0.10
H -1.61198 0.38049 1.20960 0.25
```